# 1
The following is a quantum chemistry calculation of a cluster of 6 separate species, C4H20FN9O4 in total in a non-equilibrium geometry, from OMol25.

frontier orbital gap = 8.26 eV
HOMO energy = -9.50 eV
LUMO level = -1.23 eV

ORCA input file:
```
! wB97M-V def2-TZVPD RIJCOSX def2/J DEFGRID3
* xyz 0 1
N 14.989 20.591 -3.479
H 14.756 21.470 -3.021
H 14.216 20.431 -4.179
H 14.916 19.786 -2.859
H 15.875 20.571 -3.978
F 12.639 20.408 -4.693
C 11.147 19.032 -1.371
O 11.108 18.459 -0.297
N 12.328 19.361 -2.002
N 10.029 19.192 -2.148
H 13.143 18.853 -1.712
H 12.314 19.796 -2.919
H 10.044 19.537 -3.090
H 9.176 18.992 -1.659
C 11.420 22.281 -8.021
O 10.466 21.544 -7.848
N 11.469 23.179 -9.057
N 12.542 22.223 -7.239
H 10.721 23.248 -9.719
H 12.267 23.772 -9.185
H 13.320 22.846 -7.303
H 12.394 21.534 -6.511
C 10.036 22.718 -3.672
O 9.238 23.581 -3.342
N 11.197 22.506 -2.968
N 9.916 21.851 -4.715
H 11.851 21.842 -3.346
H 11.142 22.732 -1.992
H 10.662 21.178 -4.780
H 9.244 21.996 -5.445
C 13.267 17.278 -6.226
O 13.317 16.160 -6.709
N 13.970 18.347 -6.754
N 12.481 17.629 -5.174
H 13.902 19.253 -6.330
H 14.474 18.132 -7.593
H 12.634 18.545 -4.770
H 11.929 16.942 -4.696
*
```

---

# 2
The following is a quantum chemistry calculation of a cluster of 7 separate species, C4H20N2O8 in total in a non-equilibrium geometry, from OMol25.

frontier orbital gap = 9.69 eV
structure (SMILES) = NC(=O)[C@@H](N)CC=O.O.O.O.O.O.O
HOMO energy = -9.55 eV
LUMO level = 0.13 eV

ORCA input file:
```
! wB97M-V def2-TZVPD RIJCOSX def2/J DEFGRID3
* xyz 0 1
N -1.857 -0.277 -1.210
C -0.597 -0.325 -1.687
O -0.322 -0.107 -2.863
C 0.642 -0.510 -0.780
N 1.617 -1.414 -1.419
C 1.245 0.879 -0.536
C 2.645 0.847 0.055
O 2.833 1.072 1.229
H -2.665 0.021 -1.737
H -1.991 -0.449 -0.227
H 0.433 -1.029 0.190
H 1.587 -2.380 -1.165
H 1.522 -1.315 -2.417
H 1.353 1.336 -1.520
H 0.655 1.429 0.222
H 3.506 0.911 -0.619
O -1.378 4.043 0.729
H -1.449 4.332 -0.189
H -0.864 4.781 1.084
O -1.481 -3.639 2.700
H -1.908 -2.957 3.231
H -0.525 -3.565 2.813
O -0.834 -4.084 -0.125
H -1.536 -3.733 -0.679
H -1.204 -4.131 0.780
O -0.946 -0.657 3.108
H -0.876 0.309 2.956
H -0.069 -0.949 3.368
O 1.164 2.198 -3.803
H 0.492 1.682 -3.345
H 1.465 1.738 -4.597
O -0.351 1.846 2.492
H -0.699 2.583 1.970
H 0.396 1.514 1.991
*
```

---

# 3
The following is a quantum chemistry calculation of a cluster of 6 separate species, C4H20NO5 in total in a non-equilibrium geometry, from OMol25.

frontier orbital gap = 10.02 eV
HOMO energy = -12.77 eV
LUMO level = -2.76 eV

ORCA input file:
```
! wB97M-V def2-TZVPD RIJCOSX def2/J DEFGRID3
* xyz 1 1
C -1.485 1.191 0.139
C -0.258 2.103 0.732
C 0.093 2.906 -0.428
C 0.857 2.572 -1.460
N -0.920 -0.239 0.384
H -2.389 1.280 0.841
H -1.805 1.553 -0.870
H -0.450 2.495 1.745
H 0.630 1.568 1.116
H -0.271 3.891 -0.356
H 0.943 3.354 -2.336
H 1.289 1.543 -1.615
H -0.535 -0.592 -0.472
H -0.075 -0.277 0.999
H -1.591 -1.020 0.809
H -0.705 -1.498 -2.576
H -1.977 -1.069 -3.607
O -1.561 -1.271 -2.719
H 1.970 -1.636 -3.305
H 2.238 -2.152 -1.926
O 1.546 -1.688 -2.484
H 0.864 -3.491 1.899
H 1.376 -2.131 2.579
O 1.024 -2.525 1.791
H 3.466 -0.267 0.713
H 4.118 0.974 1.016
O 3.343 0.382 1.430
H -3.967 -1.342 2.378
H -2.899 -1.960 2.971
O -2.980 -1.171 2.410
*
```

---

# 4
The following is a quantum chemistry calculation of a cluster of 6 separate species, C4H20NO6 in total in a non-equilibrium geometry, from OMol25.

frontier orbital gap = 11.32 eV
HOMO energy = -13.90 eV
LUMO level = -2.58 eV

ORCA input file:
```
! wB97M-V def2-TZVPD RIJCOSX def2/J DEFGRID3
* xyz 1 1
C 0.879 1.071 -0.358
C 0.620 1.768 0.987
C -0.009 3.189 0.955
C -1.364 3.355 0.337
O -1.984 2.343 0.059
N -0.341 0.319 -0.750
H 1.083 1.772 -1.156
H 1.648 0.339 -0.143
H 0.026 1.117 1.617
H 1.576 1.969 1.467
H -0.105 3.497 2.007
H 0.810 3.855 0.664
H -1.896 4.303 0.247
H -0.293 -0.215 -1.614
H -1.148 0.956 -0.680
H -0.575 -0.502 -0.174
H -0.707 -3.111 -2.008
H -1.473 -3.806 -3.168
O -1.582 -3.293 -2.364
H -0.098 -1.742 3.821
H 0.754 -0.476 3.965
O 0.361 -1.063 3.312
H 1.780 -1.876 -0.356
H 0.996 -3.003 0.168
O 0.967 -2.357 -0.557
H 2.224 -4.278 2.153
H 1.540 -2.814 2.319
O 2.200 -3.359 1.880
H -0.242 0.076 -4.018
H -0.406 1.525 -3.888
O -0.573 0.722 -3.376
*
```

---

# 5
The following is a quantum chemistry calculation of a cluster of 6 separate species, C4H20NO7S in total in a non-equilibrium geometry, from OMol25.

frontier orbital gap = 9.38 eV
HOMO energy = -12.29 eV
LUMO level = -2.91 eV

ORCA input file:
```
! wB97M-V def2-TZVPD RIJCOSX def2/J DEFGRID3
* xyz 1 1
O -1.677 -2.750 0.583
C -1.037 -2.196 -0.252
O -0.714 -2.664 -1.491
C -0.626 -0.754 -0.048
C -0.550 -0.360 1.372
C -0.087 1.052 1.697
S -0.010 2.387 0.530
N 0.801 -0.511 -0.681
H -1.237 -3.388 -1.854
H -1.266 -0.275 -0.776
H 0.046 -1.028 2.099
H -1.472 -0.579 1.952
H -0.689 1.316 2.558
H 1.030 1.009 1.954
H -1.113 2.600 -0.036
H 1.309 -1.411 -0.659
H 1.292 0.234 -0.135
H 0.625 -0.233 -1.640
H 2.611 1.069 -3.001
H 3.612 2.013 -1.888
O 2.897 1.455 -2.178
H -3.961 0.418 0.095
H -3.946 0.881 1.477
O -3.372 0.886 0.701
H -3.555 -0.137 -2.707
H -2.780 1.250 -2.200
O -3.107 0.366 -2.022
H 3.073 -1.927 1.068
H 2.379 -0.799 1.895
O 2.225 -1.571 1.350
H 3.533 1.137 0.095
H 2.923 1.587 1.418
O 2.840 0.921 0.726
*
```

---

# 6
The following is a quantum chemistry calculation of a cluster of 7 separate species, C4H20NO8 in total in a non-equilibrium geometry, from OMol25.

frontier orbital gap = 8.93 eV
HOMO energy = -5.91 eV
LUMO level = 3.02 eV

ORCA input file:
```
! wB97M-V def2-TZVPD RIJCOSX def2/J DEFGRID3
* xyz -1 1
C 0.205 1.719 0.487
N -1.014 0.913 0.328
C -1.924 1.653 -0.543
C -0.699 -0.373 -0.348
C -0.010 -1.254 0.724
O 1.250 -1.199 0.747
O -0.758 -1.723 1.596
H -0.065 2.772 0.577
H 0.889 1.619 -0.371
H 0.696 1.338 1.381
H -1.446 1.822 -1.526
H -2.126 2.614 -0.087
H -2.875 1.182 -0.755
H -1.664 -0.815 -0.549
H -0.163 -0.147 -1.278
H 2.143 0.354 -2.411
H 3.392 1.146 -2.735
O 2.541 0.893 -3.102
H -2.232 0.418 2.112
H -2.575 -0.384 3.450
O -2.699 0.432 2.960
H -3.685 0.476 -2.043
H -2.931 -0.860 -2.153
O -3.766 -0.464 -1.884
H 3.830 0.666 -0.370
H 3.699 1.612 0.795
O 4.341 1.325 0.135
H 3.788 -1.717 -0.836
H 2.508 -1.144 -0.455
O 3.178 -1.051 -1.182
H -0.526 -3.976 3.231
H -0.599 -3.539 1.752
O -0.703 -4.307 2.351
*
```

---

# 7
The following is a quantum chemistry calculation of a cluster of 6 separate species, C4H20O6 in total in a non-equilibrium geometry, from OMol25.

frontier orbital gap = 9.63 eV
structure (SMILES) = CO.CO.CO.CO.O.O
HOMO energy = -9.42 eV
LUMO level = 0.20 eV

ORCA input file:
```
! wB97M-V def2-TZVPD RIJCOSX def2/J DEFGRID3
* xyz 0 1
C -23.897 6.506 2.731
O -25.105 6.930 2.133
H -23.429 7.162 3.475
H -24.096 5.582 3.290
H -23.134 6.240 2.003
H -25.792 6.859 2.821
C -27.146 8.489 4.033
O -27.050 7.061 4.060
H -26.244 8.915 4.491
H -27.076 8.858 3.009
H -28.060 8.868 4.485
H -27.319 6.765 4.932
C -19.757 8.180 5.497
O -20.995 8.213 4.791
H -19.821 7.596 6.422
H -18.948 7.735 4.920
H -19.553 9.191 5.849
H -21.561 7.511 5.125
C -25.836 7.292 -1.174
O -25.164 8.230 -0.361
H -25.764 7.519 -2.242
H -25.377 6.302 -1.080
H -26.908 7.314 -0.942
H -24.971 7.819 0.495
O -25.430 3.372 3.575
H -25.614 4.029 2.893
H -26.156 3.461 4.201
O -20.287 7.433 2.214
H -20.689 7.716 3.063
H -19.343 7.567 2.332
*
```

---

# 8
The following is a quantum chemistry calculation of a cluster of 6 separate species, C4H21N2O5 in total in a non-equilibrium geometry, from OMol25.

frontier orbital gap (spin up / spin down) = 9.21 / 4.81 eV
HOMO energy (spin up / spin down) = -17.67 / -17.66 eV
<S²> = 0.76
LUMO level (spin up / spin down) = -8.46 / -12.85 eV

ORCA input file:
```
! wB97M-V def2-TZVPD RIJCOSX def2/J DEFGRID3
* xyz 2 2
C 0.492 0.462 1.098
C 1.002 1.536 0.127
C -0.031 1.879 -0.965
C -0.339 0.718 -3.034
N -0.309 0.672 -1.764
N 0.704 -0.938 0.490
H -0.580 0.576 1.300
H 1.069 0.526 2.081
H 1.211 2.488 0.746
H 1.992 1.205 -0.348
H -0.991 2.189 -0.532
H 0.314 2.710 -1.548
H -0.188 1.563 -3.708
H -0.524 -0.219 -3.591
H -0.003 -1.607 0.916
H 0.535 -0.878 -0.498
H 1.669 -1.248 0.591
H 2.933 -1.758 -1.770
H 1.904 -2.936 -1.797
O 2.106 -2.099 -1.450
H 3.223 -1.857 2.652
H 3.958 -0.790 2.001
O 3.058 -1.204 2.008
H -3.167 1.762 2.081
H -3.561 2.490 0.813
O -2.950 1.896 1.122
H -2.100 -0.303 -0.794
H -2.934 0.382 0.305
O -2.799 -0.450 -0.183
H -2.162 -1.569 0.843
H -1.984 -3.032 1.413
O -1.550 -2.167 1.392
*
```